C20H40LiO15 | the ωB97M-V functional and the def2-TZVPD basis

The geometry in ORCA input format:
```
! RIJCOSX wB97M-V def2-TZVPD def2/J DEFGRID3
* xyz 1 1
Li -4.68266 19.64974 4.94990
C 0.57398 17.24788 2.78617
C -0.82460 17.64892 3.23595
O -0.89680 19.07514 3.20700
C -1.87226 19.73507 3.78365
O -2.82812 19.22326 4.30400
O -1.68078 21.04905 3.78680
C -0.45715 21.63527 3.34553
H 1.34695 17.87696 3.22200
H 0.63983 17.11803 1.70900
H 0.77560 16.25136 3.19328
H -1.02709 17.29188 4.24581
H -1.54338 17.23807 2.52605
H 0.14165 21.81225 4.24518
H -0.60339 22.61510 2.90166
H 0.13408 20.97714 2.71649
C -2.36530 19.58384 8.81022
C -1.71774 20.18134 7.56044
O -2.15243 21.53459 7.42051
C -3.27034 21.78532 6.77230
O -3.89503 20.97279 6.13650
O -3.56941 23.05846 6.90741
C -4.73887 23.53247 6.24408
H -1.86495 18.64513 9.05563
H -3.41352 19.37014 8.59898
H -2.24515 20.23900 9.66867
H -1.79526 19.54946 6.67520
H -0.63960 20.27226 7.70630
H -4.77686 24.60121 6.45091
H -5.59968 23.13613 6.78954
H -4.75635 23.30083 5.18372
C -6.41704 20.43004 8.59886
C -7.57865 21.12620 7.89215
O -8.27868 20.29150 6.97525
C -7.71076 19.98075 5.81352
O -6.54306 20.08659 5.52309
O -8.62646 19.41325 5.06035
C -8.17911 18.83684 3.82526
H -5.71850 19.94334 7.92037
H -6.68739 19.65784 9.32197
H -5.92343 21.21334 9.18074
H -7.25358 22.10121 7.52403
H -8.33997 21.43617 8.61022
H -9.05141 18.53475 3.25819
H -7.62164 17.93187 4.07993
H -7.50770 19.47914 3.26174
C -7.49792 20.06872 -0.94864
C -6.27392 20.67143 -0.27161
O -6.14058 20.15579 1.05277
C -5.28315 20.72845 1.89986
O -5.19571 20.31753 3.02454
O -4.72587 21.82478 1.42847
C -4.20927 22.75075 2.39511
H -7.23942 19.05514 -1.26603
H -7.88932 20.63939 -1.78492
H -8.32611 19.95681 -0.24480
H -6.49135 21.74164 -0.23584
H -5.36706 20.44631 -0.83128
H -5.00832 23.35743 2.80959
H -3.53208 23.39140 1.83106
H -3.58379 22.23640 3.12020
C -1.10900 15.95860 8.01717
C -2.63038 16.06723 8.03263
O -3.05139 16.70745 6.82817
C -4.30439 17.07002 6.64438
O -4.70030 17.63000 5.66142
O -5.06363 16.76039 7.68159
C -6.47089 16.88624 7.54812
H -0.63820 16.83705 8.45399
H -0.78913 15.83911 6.98040
H -0.73268 15.08441 8.54468
H -2.96056 16.64695 8.89416
H -3.07187 15.07530 8.12590
H -6.77349 17.83628 7.11571
H -6.90948 16.72936 8.53039
H -6.87711 16.08474 6.92543
*
```

Values from the calculation:
highest occupied orbital energy	-13.3	eV
ΔE to the lowest compared entry with this formula, charge and spin	22.9	kJ/mol
orbital gap	11.7008	eV
E	-1922.15143	Eh

Results of the Mulliken charge analysis, in e, for atoms 1 through 6:
1. Li 1.28
2. C -1.33
3. C 0.24
4. O -0.36
5. C 0.50
6. O -0.13